Record 1
{"formula": "C6H6ClNO4", "method": "ωB97M-V/def2-TZVPD", "molar_mass_g_mol": 191.57, "smiles": "O=[N+]([O-])[C@]1(O)C(Cl)=CC=C[C@H]1O", "lumo_ev": -0.423, "e_homo_ev": -9.24, "relative_energy_kj_mol": 159.11, "elements": ["C", "C", "C", "C", "C", "C", "N", "O", "O", "O", "O", "Cl", "H", "H", "H", "H", "H", "H"], "xyz": [[0.8822, -1.0412, -0.8531], [-0.4369, -1.5776, -1.0755], [1.1150, -0.0502, 0.0388], [-1.5012, -0.9996, -0.4879], [0.1138, 0.3388, 1.0284], [-1.3605, 0.1165, 0.4917], [-2.3105, -0.0693, 1.6046], [-1.9440, -0.9274, 2.3658], [-3.3088, 0.6080, 1.6574], [0.2172, 1.6589, 1.4513], [-1.6235, 1.4272, -0.0476], [-3.1705, -1.3553, -0.9199], [1.5927, -1.5319, -1.4045], [-0.7047, -2.2836, -1.7931], [2.0299, 0.3711, 0.1966], [0.2543, -0.3926, 1.9651], [-0.3759, 2.1796, 0.8378], [-2.2400, 1.4336, -0.8287]], "forces_ev_per_a": [[-0.912, 1.242, 1.714], [-2.003, 1.909, 1.576], [-1.744, -2.495, -1.506], [0.004, -0.243, -0.188], [-1.439, -1.515, 2.065], [1.208, 2.424, -1.421], [-0.150, 0.238, 0.523], [-0.580, -0.640, 0.917], [0.147, -0.361, 0.201], [-0.272, 0.713, -0.160], [-1.253, -1.010, -1.738], [0.667, -0.064, 0.011], [2.131, -0.510, -1.277], [0.288, -1.298, -1.175], [2.519, 0.917, 0.196], [-0.298, 1.595, -1.858], [0.958, -0.561, 0.858], [0.730, -0.341, 1.264]]}

---

Record 2
{"formula": "C6H6ClOPS", "method": "ωB97M-V/def2-TZVPD", "molar_mass_g_mol": 192.61, "lumo_ev": [-1.351, -1.351], "e_homo_ev": [-9.68, -9.68], "relative_energy_kj_mol": 57.60, "elements": ["C", "C", "C", "C", "C", "C", "O", "P", "S", "Cl", "H", "H", "H", "H", "H", "H"], "xyz": [[-2.3359, 0.1833, 0.4461], [-1.6238, -0.9115, 0.8165], [-1.6588, 1.3111, -0.1530], [-0.1988, -0.9177, 0.6860], [-0.2604, 1.2860, -0.2850], [0.3864, 0.1833, 0.1823], [1.6989, -1.1158, -2.0376], [2.2678, 0.1517, -0.1285], [3.2665, 1.8155, 0.0214], [3.0461, -1.2887, 0.9237], [-3.3574, 0.1585, 0.5176], [-2.1306, -1.8176, 1.1808], [-2.2079, 2.0972, -0.6441], [0.3782, -1.6974, 0.9257], [0.2514, 2.3264, -0.3947], [2.4784, -1.7646, -2.0573]], "forces_ev_per_a": [[2.653, 1.885, -1.673], [1.718, -1.336, 0.504], [0.145, -1.786, 0.148], [-3.947, 1.764, -0.483], [-1.391, 3.504, 0.902], [3.614, 0.297, -0.579], [2.755, 0.681, 2.816], [-2.523, 0.404, -2.416], [-0.770, -1.294, -0.629], [0.450, -1.124, 0.545], [-2.400, 0.164, 0.131], [0.281, 0.559, -0.049], [-0.217, 0.332, 0.447], [1.745, -3.090, 0.980], [-0.611, -2.295, -0.606], [-1.501, 1.335, -0.040]]}

---

Record 3
{"formula": "C6H6F5N", "method": "ωB97M-V/def2-TZVPD", "molar_mass_g_mol": 187.11, "smiles": "FC(F)C(F)(F)F.C=C(C)C#N", "lumo_ev": 0.015, "e_homo_ev": -10.39, "relative_energy_kj_mol": 89.35, "elements": ["C", "C", "C", "C", "C", "C", "N", "F", "F", "F", "F", "F", "H", "H", "H", "H", "H", "H"], "xyz": [[-0.9111, 0.3526, -1.0288], [-3.0609, 0.7283, -0.0104], [-1.7469, -1.3470, 0.3060], [-1.9428, -0.1816, -0.3041], [2.3074, 0.8144, 0.2056], [2.9455, -0.5861, 0.1405], [0.0021, 0.6469, -1.6445], [1.7115, 0.8389, 1.3910], [3.3549, 1.6887, 0.2421], [1.9284, -1.5505, 0.3012], [3.7942, -0.7839, 1.1445], [3.5055, -0.7293, -1.0204], [-3.8755, 0.4680, -0.7509], [-2.8218, 1.7585, -0.4199], [-3.4512, 0.8160, 0.9965], [-2.4410, -2.0608, 0.9238], [1.5139, 1.0743, -0.6840], [-0.8120, -1.9475, 0.2117]], "forces_ev_per_a": [[1.365, -0.214, -1.012], [-1.938, 1.868, -2.820], [0.201, -3.561, 0.908], [-1.274, -1.013, 3.085], [-0.636, 0.142, -1.778], [-2.349, -0.314, 0.822], [0.587, 0.713, -1.026], [-0.921, 0.561, 1.030], [-0.304, 0.089, -0.225], [1.328, 1.121, -0.490], [0.154, -0.026, -0.409], [0.838, -0.760, -0.888], [0.282, 0.065, 1.111], [-0.034, -0.961, 0.928], [0.195, -0.370, 0.053], [0.623, 2.400, -1.043], [2.388, -0.733, 2.209], [-0.505, 0.992, -0.456]]}

---

Record 4
{"formula": "C6H6F5N3O", "method": "ωB97M-V/def2-TZVPD", "molar_mass_g_mol": 231.12, "smiles": "CN1N=C(C(F)(F)F)[C@@H](C(N)=O)C1(F)F", "lumo_ev": 0.615, "e_homo_ev": -9.20, "relative_energy_kj_mol": 0.00, "elements": ["C", "C", "C", "C", "C", "C", "N", "N", "N", "O", "F", "F", "F", "F", "F", "H", "H", "H", "H", "H", "H"], "xyz": [[0.0610, -1.5430, 0.1147], [-1.0998, 0.0741, 1.5689], [-0.9836, -0.4475, 0.0845], [-0.3045, 0.6698, -0.6510], [2.3389, 0.7435, -1.1573], [-0.0969, -2.9237, 0.7922], [1.2222, -1.1028, -0.1972], [1.0836, 0.2168, -0.5264], [-2.3207, 0.2783, 2.0958], [-0.0022, 0.2575, 2.0712], [-0.8095, 0.6695, -1.9472], [-0.5678, 1.8807, -0.2056], [-1.2603, -3.5560, 0.7146], [0.7658, -3.8692, 0.3573], [0.1032, -2.7258, 2.1559], [-2.0423, -0.6249, -0.2711], [3.1980, 0.6251, -0.4656], [2.4228, 0.1229, -1.9985], [2.3089, 1.7562, -1.4757], [-3.0472, -0.2986, 1.7410], [-2.4366, 0.8528, 2.8909]], "forces_ev_per_a": [[-0.501, -1.052, -0.122], [2.664, -0.567, -0.401], [-2.699, -0.710, 1.890], [1.209, -2.262, -0.885], [-0.854, -0.716, 1.421], [1.141, -0.154, 1.101], [-1.531, 0.375, 0.060], [0.981, 1.572, -0.603], [0.535, -0.238, -0.990], [-1.543, 0.643, 0.821], [0.699, 0.129, -0.058], [0.365, 1.013, 0.350], [-1.148, 0.897, -0.416], [0.409, 1.169, 0.222], [0.051, -0.318, -1.315], [1.455, -0.219, -0.202], [-0.732, -0.095, -0.336], [0.914, -0.642, -1.364], [-0.570, 0.919, -0.029], [-0.756, 0.097, -0.056], [-0.088, 0.158, 0.911]]}

---

Record 5
{"formula": "C6H6FN", "method": "ωB97M-V/def2-TZVPD", "molar_mass_g_mol": 111.12, "smiles": "C=C/C(F)=C(/C)C#N", "lumo_ev": 0.052, "e_homo_ev": -9.50, "relative_energy_kj_mol": 163.72, "elements": ["C", "C", "C", "C", "C", "C", "H", "H", "H", "H", "H", "H", "N", "F"], "xyz": [[-2.1071, 0.1022, 0.9004], [-0.6530, -0.1003, 0.4155], [-0.0476, -1.3147, 0.8728], [-0.0108, 0.7980, -0.3325], [1.3948, 0.7384, -0.8337], [2.1821, -0.3224, -1.0751], [-2.6087, 0.7355, 0.1747], [-2.5958, -0.8687, 0.8483], [-2.1990, 0.4887, 1.9129], [1.7919, 1.7593, -0.9569], [3.2119, -0.1837, -1.4456], [1.9358, -1.3803, -0.9268], [0.4303, -2.3366, 1.1351], [-0.7248, 1.8846, -0.6891]], "forces_ev_per_a": [[0.646, -0.485, -1.074], [-1.230, 0.092, 1.206], [0.829, -0.640, -0.419], [0.658, -1.072, -0.178], [-0.155, 0.610, 0.073], [0.135, 0.071, 0.020], [-0.125, 0.246, 0.250], [-0.091, -0.041, 0.189], [0.197, 0.102, -0.045], [-0.053, -0.579, -0.220], [-0.657, 0.231, 0.300], [-0.362, 0.608, -0.042], [-0.477, 0.847, 0.023], [0.688, 0.010, -0.084]]}

---

Record 6
{"formula": "C6H6FN", "method": "ωB97M-V/def2-TZVPD", "molar_mass_g_mol": 111.12, "smiles": "C/C=C(C#N)/C=C/F", "lumo_ev": 0.436, "e_homo_ev": -9.19, "relative_energy_kj_mol": 161.65, "elements": ["C", "C", "C", "C", "C", "C", "H", "H", "H", "H", "H", "H", "N", "F"], "xyz": [[-1.8005, 0.8802, -1.2894], [-0.3797, 0.7822, -0.8288], [0.0937, -0.0423, 0.1295], [1.5483, -0.1357, 0.4223], [2.0360, -0.9162, 1.3696], [-0.7819, -0.9131, 0.8522], [-2.3415, 0.1615, -0.7517], [-2.1776, 1.8751, -1.0458], [-1.9824, 0.6931, -2.3723], [0.3542, 1.3365, -1.4232], [2.2185, 0.4968, -0.1320], [1.4595, -1.6750, 1.9116], [-1.5291, -1.5666, 1.4256], [3.2824, -0.9765, 1.7322]], "forces_ev_per_a": [[0.641, 0.655, -0.488], [0.396, -0.554, -0.723], [0.873, 0.402, -0.811], [-0.481, 0.209, 0.186], [-1.994, -1.083, 0.131], [-0.214, 0.346, -0.066], [-1.187, -0.900, 0.727], [-0.158, 0.002, -0.116], [0.549, 0.211, 0.672], [-0.095, -0.011, 0.456], [0.074, 0.280, -0.119], [-0.128, 0.505, -0.120], [-0.140, -0.330, 0.210], [1.863, 0.268, 0.061]]}

---

Record 7
{"formula": "C6H6FNO", "method": "ωB97M-V/def2-TZVPD", "molar_mass_g_mol": 127.12, "smiles": "O=C=C/C=C\\C=N\\CF", "lumo_ev": 0.148, "e_homo_ev": -8.46, "relative_energy_kj_mol": 204.94, "elements": ["C", "C", "C", "C", "C", "C", "N", "O", "F", "H", "H", "H", "H", "H", "H"], "xyz": [[-1.8616, -0.9886, -0.1225], [-2.4303, 0.3649, -0.2041], [-0.5788, -1.1034, 0.1709], [0.3977, 0.0630, 0.3840], [-1.9948, 1.5353, 0.2823], [2.4470, 0.9500, -0.5663], [1.2960, 0.1478, -0.4772], [-1.8481, 2.6339, 0.5884], [2.7065, 1.8469, 0.5566], [-2.5256, -1.8509, -0.2038], [-3.4843, 0.2968, -0.5105], [-0.1650, -2.0806, 0.2235], [0.0202, 0.6202, 1.2089], [2.4171, 1.5130, -1.4775], [3.2832, 0.1440, -0.4540]], "forces_ev_per_a": [[0.548, 1.385, 0.701], [-0.969, -0.397, 0.262], [0.984, -0.011, -0.047], [-2.380, -2.565, -1.282], [-1.849, -1.541, -1.257], [1.249, -1.601, 2.630], [0.790, 0.510, -0.025], [0.703, 0.623, 0.373], [-0.639, -0.694, -1.351], [0.231, 0.391, -0.230], [0.398, 1.030, 0.188], [0.544, -0.688, 0.104], [1.052, 1.367, 0.987], [0.349, 0.358, -0.356], [-1.012, 1.832, -0.697]]}